1:
One molecule with the formula C3H7N3O2, computed with ωB97M-V/def2-TZVPD.

Positions of all 15 atoms, in Å:
C -0.27493 -0.53366 -2.56411
C 0.17294 -0.47281 -0.28650
C -1.15415 0.89396 1.05895
H 0.34631 0.44701 -2.89513
H -1.48882 -0.51716 -2.33890
H -0.11003 -1.49619 -3.23024
H 1.72937 -1.48249 0.27079
H 1.84854 -0.70939 2.71918
H 1.99951 0.67290 1.53871
H -1.22770 0.36502 2.07033
N 1.04939 -0.91595 0.68959
N 1.32465 -0.25904 1.85797
N -0.71876 0.34330 -0.15011
O 0.56653 -0.97589 -1.48695
O -1.45993 2.12804 0.96608

Structure (SMILES): CO/C(=N/C=O)NN
LUMO level: 0.556 eV
Kohn-Sham gap: 0.3632 Ha
HOMO: -0.34278 Ha

Atomic partial charges in e from the natural (NBO) method, atoms 1 to 8:
1. C -0.303
2. C 0.725
3. C 0.496
4. H 0.220
5. H 0.237
6. H 0.201
7. H 0.367
8. H 0.403


2:
One molecule with the formula C3H7N3O2, computed with ωB97M-V/def2-TZVPD.

Positions of all 15 atoms, in Å:
C -1.15322 0.38218 1.28133
N -0.18238 0.14091 0.21801
C 0.80415 -0.84387 0.32729
N 0.60960 -1.75263 1.32792
C 0.39064 0.85267 -1.89703
O 0.36001 1.81055 -2.83617
N -0.20602 1.09280 -0.78916
O 1.80816 -0.95826 -0.37121
H -0.11182 2.56959 -2.45561
H -0.33654 -2.06962 1.47978
H 1.29952 -2.49382 1.31305
H 0.92256 -0.04197 -2.24656
H -1.94164 -0.37590 1.21065
H -1.59994 1.37829 1.17933
H -0.66308 0.30908 2.25838

Structure (SMILES): CN(/N=C/O)C(N)=O
LUMO level: 0.815 eV
Kohn-Sham gap: 0.3425 Ha
HOMO: -0.31254 Ha

Atomic partial charges in e from the natural (NBO) method, atoms 1 to 8:
1. C -0.411
2. N -0.305
3. C 0.760
4. N -0.843
5. C 0.382
6. O -0.662
7. N -0.369
8. O -0.660


3:
One molecule with the formula C3H7N3O2, computed with ωB97M-V/def2-TZVPD.

Positions of all 15 atoms, in Å:
O 0.07691 2.15081 -0.67063
C 0.04731 1.01785 -0.25987
N 1.25832 0.35184 0.00423
C 1.24552 -1.13189 0.06222
N 1.33210 -1.63971 1.34517
O 1.15672 -1.82634 -0.88652
C -1.34202 0.33991 0.00357
N -2.15099 1.09042 -0.97490
H 2.20089 0.64238 -0.25704
H 1.41062 -1.05888 2.02881
H 1.57837 -2.59106 1.48152
H -1.41916 0.61091 1.04259
H -1.45719 -0.77602 -0.15116
H -1.96101 2.11385 -0.86042
H -1.97639 0.70593 -1.90758

Structure (SMILES): NCC(=O)NC(N)=O
LUMO level: 0.625 eV
Kohn-Sham gap: 0.3573 Ha
HOMO: -0.33436 Ha

Atomic partial charges in e from the natural (NBO) method, atoms 1 to 8:
1. O -0.602
2. C 0.678
3. N -0.727
4. C 0.792
5. N -0.806
6. O -0.566
7. C -0.328
8. N -0.841


Short version: 3 is the most stable of them.